i.
HN2O3S | ωB97M-V/def2-TZVPD

The LUMO energy is 0.1355 Eh. For the HOMO-LUMO gap, the calculation gives 7.56 eV. As for the HOMO energy: -0.142 Ha.

Structure (ORCA input):
```
! wB97M-V def2-TZVPD RIJCOSX def2/J DEFGRID3
* xyz -1 1
N -1.24115 0.31677 -0.77287
N -2.47963 0.27965 -0.45948
O 2.38344 -0.07317 1.40676
O -0.18128 0.33426 0.02761
O 2.04229 -1.01081 -0.77634
S 2.03724 0.21602 0.03609
H -2.56090 -0.06272 0.53822
*
```

=====

ii.
HN2O3S | ωB97M-V/def2-TZVPD

The LUMO energy is 0.1469 Eh. For the HOMO-LUMO gap, the calculation gives 8.46 eV. As for the HOMO energy: -0.164 Ha.

Structure (ORCA input):
```
! wB97M-V def2-TZVPD RIJCOSX def2/J DEFGRID3
* xyz -1 1
N 0.80367 -0.66789 -0.91849
N -0.20453 -0.86182 -0.18088
O -0.97610 -1.85137 -0.27597
O -1.40643 1.40214 0.05501
O 0.92871 1.10006 0.93992
S -0.51307 0.66919 0.98577
H 1.36774 0.20969 -0.60537
*
```

=====

iii.
HN2O3S | ωB97M-V/def2-TZVPD

The LUMO energy (spin up / spin down) is 0.0897 / 0.0917 Eh. For the HOMO-LUMO gap (spin up / spin down), the calculation gives 6.56 / 6.59 eV. As for the HOMO energy (spin up / spin down): -0.151 / -0.151 Ha.

Structure (ORCA input):
```
! wB97M-V def2-TZVPD RIJCOSX def2/J DEFGRID3
* xyz -1 1
N 2.36154 -0.45264 -0.93466
N 1.34754 -0.94350 -0.97142
O 0.61960 -1.65329 -1.56320
O -2.46481 1.92082 2.04169
O 0.13400 -0.51374 0.51727
S -1.43761 1.88185 0.96658
H -0.56027 -0.23949 -0.05627
*
```

=====

iv.
HN2O3S | ωB97M-V/def2-TZVPD

The LUMO energy (spin up / spin down) is 0.0888 / 0.0448 Eh. For the HOMO-LUMO gap (spin up / spin down), the calculation gives 4.99 / 3.79 eV. As for the HOMO energy (spin up / spin down): -0.095 / -0.095 Ha.

Structure (ORCA input):
```
! wB97M-V def2-TZVPD RIJCOSX def2/J DEFGRID3
* xyz -1 1
N -0.91970 0.31302 -0.42078
N 1.80477 -1.08696 -1.72915
O 2.04320 -2.21421 -2.15393
O 2.56374 -0.42293 -1.01588
O -0.74271 0.50915 0.70729
S -2.67783 0.94468 1.90897
H -2.07147 1.95725 2.70347
*
```

=====

Energies relative to the most stable structure, in hartree: i 0.0225; ii 0.0000; iii 0.1253; iv 0.1666.

=====

i.
C4H10N3 | ωB97M-V/def2-TZVPD

The LUMO energy is -0.1282 Eh. For the HOMO-LUMO gap, the calculation gives 10.82 eV. As for the HOMO energy: -0.526 Ha.

Structure (ORCA input):
```
! wB97M-V def2-TZVPD RIJCOSX def2/J DEFGRID3
* xyz 1 1
C 2.33441 -1.63222 0.15592
C 2.19049 -2.59712 -0.56664
C -0.53933 0.58690 -0.34353
C -1.49735 1.73445 -0.54814
N -0.43865 -0.18430 0.69566
N 0.15431 0.32126 -1.48460
N -1.16839 0.04610 1.89507
H 2.92108 -1.06360 0.87588
H 1.68118 -3.27410 -1.12841
H -0.92021 2.67060 -0.63929
H -2.28996 1.72684 0.27986
H -2.10616 1.43328 -1.38141
H 0.43084 -0.72255 0.79875
H 1.01496 -0.10723 -1.12481
H 0.26592 0.90314 -2.30496
H -0.89038 0.89929 2.38088
H -1.14277 -0.74075 2.43976
*
```

=====

ii.
C4H10N3 | ωB97M-V/def2-TZVPD

The LUMO energy is -0.1898 Eh. For the HOMO-LUMO gap, the calculation gives 11.43 eV. As for the HOMO energy: -0.610 Ha. Its SMILES is CC[N+]1(CC)N=N1.

Structure (ORCA input):
```
! wB97M-V def2-TZVPD RIJCOSX def2/J DEFGRID3
* xyz 1 1
C -0.09830 0.05840 2.59181
C -2.05135 0.70961 -1.33355
C 0.67147 -0.16717 1.34960
C -1.23281 -0.03239 -0.35924
N 1.00640 1.09157 -1.00951
N 0.31545 1.82458 -0.42183
N 0.07365 0.51014 0.01252
H -0.59175 -0.88907 2.82912
H 0.45862 0.43906 3.38909
H -0.93276 0.73407 2.35644
H -2.30855 1.74131 -0.99405
H -1.59943 0.79924 -2.28422
H -3.08403 0.31333 -1.40102
H 0.52009 -1.18471 0.83638
H 1.77765 0.13036 1.28716
H -1.11070 -0.96663 -0.74544
H -1.70703 -0.11369 0.59056
*
```

=====

Energies relative to the most stable structure, in hartree: i 0.0000; ii 0.0600.

=====

i.
C4H10N3 | ωB97M-V/def2-TZVPD

The LUMO energy is -0.1119 Eh. For the HOMO-LUMO gap, the calculation gives 11.04 eV. As for the HOMO energy: -0.518 Ha. Its SMILES is C/C=C/NC(N)=[NH2+].

Structure (ORCA input):
```
! wB97M-V def2-TZVPD RIJCOSX def2/J DEFGRID3
* xyz 1 1
C -0.69739 -0.84272 -0.30902
C -1.33530 -0.01073 0.58011
C 1.61140 -0.17722 -0.02389
C -2.66620 0.34472 0.04423
N 0.66680 -0.99402 0.23650
N 2.70006 0.10044 0.77955
N 1.26156 0.83280 -0.96013
H -1.12972 -1.25501 -1.13803
H -0.78732 0.43080 1.39216
H 0.52730 -1.91070 0.82675
H -2.66866 1.58140 0.01792
H -3.44941 0.05975 0.69866
H -2.64777 -0.06919 -0.89520
H 3.48546 0.51294 0.34954
H 2.91654 -0.77769 1.09913
H 1.84390 1.44600 -1.50552
H 0.36876 0.72841 -1.19276
*
```

=====

ii.
C4H10N3 | ωB97M-V/def2-TZVPD

The LUMO energy is -0.1850 Eh. For the HOMO-LUMO gap, the calculation gives 8.63 eV. As for the HOMO energy: -0.502 Ha.

Structure (ORCA input):
```
! wB97M-V def2-TZVPD RIJCOSX def2/J DEFGRID3
* xyz 1 1
C 0.43370 0.56632 0.16869
C 1.24806 -1.17764 1.56548
C -0.93545 -1.36048 -0.38961
C -1.65993 -2.49051 -0.87067
N 1.29633 0.12996 0.94980
N -0.58155 -0.23066 -0.32494
N 0.38867 3.54969 -0.64539
H 0.52924 1.66099 -0.06174
H 2.22657 -1.54007 1.32552
H 0.52461 -1.83896 1.08845
H 1.03410 -0.82581 2.66599
H -2.75783 -2.41114 -0.58238
H -1.53391 -3.40822 -0.17582
H -1.42695 -2.50541 -1.85063
H -0.58369 3.40314 -0.94471
H 0.67705 4.29510 -1.22601
H 0.34065 3.94746 0.30050
*
```

=====

iii.
C4H10N3 | ωB97M-V/def2-TZVPD

The LUMO energy is -0.1304 Eh. For the HOMO-LUMO gap, the calculation gives 10.69 eV. As for the HOMO energy: -0.523 Ha. Its SMILES is [H]/N=C1/CC[NH2+]N1C.

Structure (ORCA input):
```
! wB97M-V def2-TZVPD RIJCOSX def2/J DEFGRID3
* xyz 1 1
C 0.97363 0.64421 -0.05509
C -0.07166 1.66963 0.24766
C -1.36260 1.05907 -0.28489
C 0.69387 -1.91587 0.07554
N 2.18822 0.80640 -0.07669
N 0.19775 -0.65092 -0.39413
N -1.15986 -0.40098 -0.04833
H -0.11311 1.83947 1.32630
H 0.17278 2.62166 -0.22227
H -2.26188 1.41713 0.21230
H -1.44077 1.21867 -1.36218
H 0.45097 -2.08499 1.13515
H 0.27650 -2.72282 -0.53276
H 1.77695 -1.93508 -0.04147
H 2.81854 0.04921 -0.30121
H -1.34670 -0.63845 0.94951
H -1.79262 -0.97632 -0.62744
*
```

=====

iv.
C4H10N3 | ωB97M-V/def2-TZVPD

The LUMO energy is -0.1544 Eh. For the HOMO-LUMO gap, the calculation gives 7.35 eV. As for the HOMO energy: -0.425 Ha.

Structure (ORCA input):
```
! wB97M-V def2-TZVPD RIJCOSX def2/J DEFGRID3
* xyz 1 1
C 1.80270 -0.59270 -2.25565
C 2.97595 0.04794 -2.22809
C 0.28816 -0.57350 -0.55404
N 0.61728 -0.06431 -1.67314
H 1.76505 -1.64585 -2.50791
H 3.07458 1.09826 -1.99758
H 3.88650 -0.53038 -2.36238
H -0.74862 -0.82971 -0.32159
H 1.07254 -0.70705 0.20595
N -2.43646 1.03719 1.30301
C -1.92476 -0.01040 1.90053
N -0.92657 0.02102 2.74950
H -2.00558 1.94162 1.42691
H -3.08971 0.89934 0.54291
H -2.48221 -0.93053 1.74553
H -0.41482 -0.83141 2.91885
H -0.48100 0.89738 2.98390
*
```

=====

Energies relative to the most stable structure, in hartree: i 0.0273; ii 0.0712; iii 0.0000; iv 0.0390.